1) This record from the OMol25 dataset describes one molecule with the formula C17H19N3O3. The level of theory is ωB97M-V/def2-TZVPD.

Structure (XYZ):
```
42
C17H19N3O3 (ωB97M-V/def2-TZVPD)
C 4.054 5.007 -2.141
C 3.848 3.548 -1.921
C 2.587 2.948 -2.031
N 2.402 1.660 -1.829
C 3.476 0.932 -1.515
C 3.278 -0.522 -1.260
O 4.003 -1.193 -0.573
O 2.192 -0.964 -1.898
C 1.726 -2.275 -1.617
C 0.323 -2.245 -0.987
O -0.190 -3.255 -0.559
N -0.246 -1.031 -0.993
C -1.527 -0.753 -0.389
C -1.387 0.213 0.787
C -2.744 0.518 1.433
C -3.348 -0.715 2.046
C -4.363 -1.411 1.405
C -4.892 -2.562 1.963
C -4.408 -3.033 3.170
C -3.396 -2.346 3.819
C -2.871 -1.195 3.260
C 4.733 1.521 -1.402
N 4.909 2.815 -1.605
H 3.754 5.281 -3.151
H 3.448 5.582 -1.443
H 5.102 5.251 -1.996
H 1.706 3.524 -2.282
H 1.678 -2.835 -2.555
H 2.415 -2.784 -0.933
H 0.281 -0.253 -1.365
H -1.934 -1.708 -0.050
H -2.197 -0.327 -1.144
H -0.722 -0.230 1.531
H -0.934 1.144 0.436
H -3.418 0.925 0.677
H -2.600 1.276 2.205
H -4.745 -1.048 0.461
H -5.681 -3.093 1.451
H -4.818 -3.933 3.606
H -3.015 -2.708 4.763
H -2.083 -0.660 3.771
H 5.606 0.937 -1.146
```

SMILES: Cc1cnc(C(=O)OCC(=O)NCCCc2ccccc2)cn1

=====

2) This record from the OMol25 dataset describes one molecule with the formula C17H19N3O3. The level of theory is ωB97M-V/def2-TZVPD.

Structure (XYZ):
```
42
C17H19N3O3 (ωB97M-V/def2-TZVPD)
C 4.048 4.498 2.938
C 2.562 4.834 2.858
O 2.023 4.609 1.569
C 1.748 3.346 1.157
C 1.850 2.195 1.933
C 1.520 0.963 1.399
C 1.079 0.865 0.090
N 0.731 -0.405 -0.449
C 1.151 -0.840 -1.698
O 1.861 -0.220 -2.440
C 0.569 -2.218 -1.930
C -0.258 -2.530 -0.680
N -1.640 -2.814 -0.941
N -2.075 -4.073 -0.808
C -3.354 -4.064 -1.130
C -4.182 -5.297 -1.098
C -3.754 -2.761 -1.484
C -2.629 -1.979 -1.353
C -2.449 -0.520 -1.573
C -0.090 -1.296 0.213
O -0.586 -1.122 1.291
C 0.967 2.008 -0.694
C 1.303 3.233 -0.164
H 4.425 4.740 3.928
H 4.222 3.443 2.741
H 4.597 5.079 2.200
H 1.994 4.284 3.617
H 2.415 5.904 3.027
H 2.184 2.237 2.958
H 1.601 0.077 2.009
H 1.380 -2.929 -2.091
H -0.041 -2.214 -2.835
H 0.118 -3.409 -0.144
H -4.606 -5.495 -2.081
H -3.566 -6.140 -0.796
H -5.002 -5.183 -0.391
H -4.730 -2.443 -1.789
H -2.219 -0.011 -0.637
H -3.372 -0.104 -1.968
H -1.647 -0.314 -2.283
H 0.627 1.934 -1.714
H 1.225 4.131 -0.755
```

SMILES: CCOc1ccc(N2C(=O)C[C@H](n3nc(C)cc3C)C2=O)cc1

=====

3) This record from the OMol25 dataset describes C17H19N3O3 as an isolated structure. The level of theory is ωB97M-V/def2-TZVPD.

Structure (XYZ):
```
42
C17H19N3O3 (ωB97M-V/def2-TZVPD)
C -0.552 -2.889 -0.232
C -1.156 -1.598 -0.203
N -2.461 -1.461 -0.163
N -2.925 -0.291 -0.079
C -1.878 0.380 -0.190
C -0.832 -0.353 -0.088
C 0.483 0.071 -0.004
C 1.676 -0.512 -0.389
C 2.943 0.155 -0.382
O 3.196 1.290 -0.231
O 3.920 -0.576 -0.359
C 5.255 -0.333 -0.644
C 5.626 0.308 -1.849
H 5.218 0.125 -2.601
H 6.664 0.614 -1.990
H 5.063 1.426 -1.461
H 5.868 -1.564 -0.669
C 5.990 0.091 0.807
O 7.102 -0.286 1.150
N 5.460 1.330 1.303
H 5.836 1.697 1.922
H 4.532 1.762 0.920
H 1.709 -1.491 -0.278
H 0.638 1.323 0.058
C -1.973 2.200 -0.099
H -1.022 2.391 0.699
H -2.863 2.126 0.680
H -1.925 2.706 -0.850
C -4.425 0.018 0.139
C -5.141 -0.835 0.823
C -6.516 -0.415 0.793
C -7.090 0.564 0.088
C -6.205 1.462 -0.504
C -4.904 1.029 -0.651
H -4.288 1.721 -1.235
H -6.608 2.482 -0.996
H -8.087 0.809 0.120
H -7.169 -1.165 1.675
H -4.760 -1.618 1.244
H -0.131 -2.794 -1.138
H 0.144 -3.115 0.691
H -1.479 -3.615 -0.098
```

=====

Least stable of them? 3).